1.
Below is a molecular structure, C47H59N12O2PbSSe, with properties calculated with ωB97M-V/def2-TZVPD.

Computed properties:
ΔE to the lowest compared entry with this formula, charge and spin (kcal per mole): 83.8
LUMO level (eV): -2.7
Orbital gap (eV): 6.4
HOMO energy (eV): -9.18
Calculated total energy (eV): -153098.589
Charge: +1

Last column: Mulliken charge in e.
Cartesian coordinates (Å):
Pb  -0.873  -0.145  0.132  2.390
C  -0.124  0.805  3.550  0.171
N  -0.726  -0.457  3.852  0.468
C  -1.483  -0.633  5.065  -0.593
C  -1.245  -2.106  5.384  -0.758
N  -0.807  -2.680  4.114  0.007
C  0.006  -3.869  4.288  -1.149
C  -0.459  -1.644  3.244  -0.397
N  -0.050  -1.709  2.023  0.537
C  0.253  -2.979  1.391  -0.882
C  0.526  -2.787  -0.104  -1.054
N  -0.675  -2.426  -0.835  0.668
C  -1.322  -3.197  -1.644  -0.441
N  -2.398  -2.767  -2.372  0.494
C  -3.183  -1.577  -2.219  -0.646
C  -3.049  -3.847  -3.079  -0.624
C  -2.010  -4.955  -3.025  -0.774
N  -1.149  -4.539  -1.931  0.107
C  -0.014  -5.395  -1.678  -1.075
H  0.432  1.172  4.420  0.624
H  -0.862  1.561  3.271  -0.011
H  0.568  0.665  2.724  -0.686
H  -2.545  -0.421  4.881  0.227
H  -1.128  0.034  5.855  0.431
H  -2.147  -2.612  5.735  0.361
H  -0.462  -2.218  6.146  0.387
H  -0.388  -4.424  5.137  0.437
H  1.050  -3.616  4.501  0.338
H  -0.039  -4.523  3.423  0.328
H  -0.577  -3.689  1.514  0.276
H  1.158  -3.411  1.837  0.837
H  1.028  -3.669  -0.491  0.667
H  1.216  -1.946  -0.203  -0.604
H  -2.682  -0.863  -1.577  -0.188
H  -4.165  -1.815  -1.791  0.369
H  -3.335  -1.117  -3.197  0.443
H  -3.297  -3.544  -4.099  0.371
H  -3.982  -4.130  -2.568  0.307
H  -1.444  -5.027  -3.964  0.355
H  -2.451  -5.931  -2.805  0.418
H  -0.251  -6.380  -2.080  0.363
H  0.158  -5.511  -0.607  0.342
H  0.900  -5.045  -2.168  0.333
S  -8.560  0.255  3.369  0.172
N  -7.390  1.352  3.206  -0.717
C  -6.330  0.774  2.658  0.782
C  -5.079  1.397  2.354  0.588
C  -4.834  2.751  2.599  -0.619
C  -3.594  3.261  2.279  -1.251
C  -2.653  2.412  1.697  -0.677
N  -2.872  1.136  1.454  0.450
C  -4.055  0.606  1.784  -0.636
C  -4.266  -0.813  1.539  -0.990
N  -3.253  -1.523  1.043  0.662
C  -3.424  -2.806  0.815  -0.577
C  -4.624  -3.485  1.034  -1.396
C  -5.684  -2.780  1.554  -0.641
C  -5.513  -1.418  1.826  0.461
C  -6.548  -0.609  2.391  0.984
N  -7.764  -1.001  2.748  -0.707
H  -5.623  3.358  3.017  0.555
H  -3.351  4.297  2.457  0.516
H  -1.681  2.790  1.406  0.725
H  -2.565  -3.323  0.421  0.429
H  -4.710  -4.533  0.796  0.582
H  -6.638  -3.243  1.757  0.549
C  -1.760  1.632  -4.218  -1.929
C  -0.870  0.983  -3.176  0.945
O  -1.375  0.894  -2.032  -0.260
C  0.448  0.602  -3.533  -0.043
C  0.970  0.860  -4.871  -1.008
C  2.254  0.794  -5.233  -1.674
C  3.340  0.370  -4.307  -0.098
C  2.807  -0.007  -2.919  -0.436
C  1.333  0.079  -2.575  0.245
O  1.094  -0.228  -1.380  -0.120
H  -2.694  1.910  -3.736  0.331
H  -1.969  0.949  -5.038  0.396
H  -1.295  2.527  -4.619  0.453
H  0.251  1.153  -5.620  0.479
H  2.548  1.001  -6.251  0.393
H  3.950  -0.403  -4.783  0.508
H  3.208  -0.941  -2.525  0.382
C  3.562  2.662  3.574  -1.038
C  4.601  2.546  2.466  -0.143
C  4.861  1.105  2.031  -0.993
C  3.694  0.469  1.271  -0.149
N  3.508  1.037  -0.037  1.372
C  2.483  1.830  -0.431  -0.760
Se  1.074  2.324  0.614  -0.494
N  2.629  2.177  -1.710  1.132
C  1.883  3.157  -2.455  -0.894
C  2.568  4.532  -2.434  -1.002
C  2.370  5.322  -1.142  0.150
C  0.930  5.772  -0.931  -1.170
C  3.551  1.233  -2.305  0.996
C  4.236  1.472  -3.657  0.117
C  5.679  1.085  -3.596  -1.494
C  6.261  0.531  -2.528  -0.819
C  5.613  0.385  -1.238  -1.353
C  4.356  0.827  -1.118  0.045
H  3.562  3.673  3.971  0.449
H  3.788  1.974  4.384  0.340
H  2.564  2.455  3.197  0.021
H  5.546  2.967  2.815  0.423
H  4.279  3.134  1.604  -0.025
H  5.066  0.487  2.909  0.624
H  5.746  1.088  1.394  0.291
H  2.763  0.611  1.821  -0.676
H  3.867  -0.606  1.152  0.411
H  0.874  3.223  -2.042  0.451
H  1.813  2.810  -3.489  0.270
H  2.178  5.117  -3.270  0.533
H  3.639  4.391  -2.606  0.265
H  3.018  6.200  -1.180  0.472
H  2.686  4.721  -0.286  -0.293
H  0.548  6.290  -1.809  0.370
H  0.876  6.449  -0.082  0.382
H  0.281  4.924  -0.716  0.111
H  4.111  2.467  -4.089  0.603
H  6.248  1.263  -4.495  0.501
H  7.301  0.247  -2.577  0.452
H  6.184  -0.012  -0.414  0.537

=====

2.
Below is a molecular structure, C47H59N2O6P2RuSi, with properties calculated with ωB97M-V/def2-TZVPD.

Computed properties:
ΔE to the lowest compared entry with this formula, charge and spin (kcal per mole): 70.1
⟨S²⟩: 8.76
LUMO level (spin up / spin down) (eV): -0.2 / -0.6
Orbital gap (spin up / spin down) (eV): 5.8 / 7.4
2S+1: 6
HOMO energy (spin up / spin down) (eV): -5.98 / -8.02
Calculated total energy (eV): -93991.690

Last column: Mulliken spin population.
Cartesian coordinates (Å):
Ru  0.201  -0.845  0.351  3.759
N  -5.178  -0.247  3.599  0.000
C  -3.900  -0.713  3.042  0.005
C  -3.327  0.339  2.117  0.016
C  -1.983  0.113  1.518  -0.169
O  -1.701  0.745  0.466  0.089
O  -1.225  -0.771  2.020  0.052
H  -5.573  -0.976  4.210  0.000
H  -5.816  -0.228  2.779  0.000
H  -4.038  -1.643  2.490  -0.001
H  -3.211  -0.755  3.881  0.000
H  -3.153  1.249  2.680  0.013
H  -3.992  0.672  1.267  -0.004
O  1.931  -1.094  1.794  0.053
C  3.065  -0.854  1.509  -0.039
C  3.592  -0.288  0.290  0.012
C  4.970  -0.023  0.351  0.010
C  5.645  0.510  -0.674  0.000
C  5.070  0.913  -1.831  -0.002
C  3.701  0.612  -1.957  -0.001
C  2.897  0.061  -0.922  -0.009
O  1.629  -0.107  -1.095  0.040
N  7.166  0.745  -0.531  0.000
O  7.818  1.119  -1.471  0.000
O  7.596  0.575  0.632  0.000
H  3.764  -1.047  2.268  0.005
H  5.578  -0.330  1.240  0.000
H  5.595  1.220  -2.674  0.000
H  3.111  0.794  -2.826  0.000
C  -0.085  -2.546  -2.699  0.005
P  -1.470  -1.840  -1.672  0.120
C  -2.821  -3.030  -1.130  -0.032
C  -3.829  -3.418  -1.962  -0.003
C  -4.923  -4.117  -1.402  0.000
C  -4.994  -4.370  -0.096  0.001
C  -3.911  -4.054  0.757  -0.002
C  -2.839  -3.352  0.238  0.013
C  -2.421  -0.839  -2.877  -0.005
C  -3.199  0.197  -2.419  0.008
C  -3.917  0.970  -3.335  0.000
C  -3.810  0.663  -4.657  0.003
C  -2.882  -0.310  -5.116  -0.001
C  -2.233  -1.109  -4.182  0.002
P  1.185  -3.098  -1.463  0.067
C  2.637  -3.315  -2.531  0.000
C  3.860  -3.354  -1.909  0.005
C  5.096  -3.448  -2.539  0.001
C  5.085  -3.583  -3.936  0.002
C  3.826  -3.541  -4.583  0.000
C  2.642  -3.315  -3.869  -0.002
C  0.589  -4.846  -1.262  0.020
C  -0.582  -5.365  -1.743  0.000
C  -1.002  -6.681  -1.581  -0.002
C  -0.251  -7.534  -0.819  0.002
C  0.916  -7.051  -0.236  0.000
C  1.266  -5.705  -0.404  0.010
H  0.322  -1.621  -3.089  0.000
H  -0.258  -3.264  -3.511  -0.001
H  -3.806  -3.133  -2.951  0.000
H  -5.741  -4.417  -2.102  0.000
H  -5.851  -4.901  0.391  0.000
H  -3.988  -4.227  1.844  0.000
H  -2.058  -2.960  0.889  -0.008
H  -3.116  0.453  -1.382  -0.010
H  -4.627  1.756  -3.050  0.000
H  -4.414  1.172  -5.406  0.000
H  -2.795  -0.447  -6.202  0.000
H  -1.722  -1.991  -4.517  0.002
H  3.811  -3.263  -0.815  0.001
H  6.031  -3.394  -1.977  0.000
H  5.930  -3.691  -4.584  0.000
H  3.875  -3.734  -5.608  0.000
H  1.725  -3.306  -4.442  0.000
H  -1.322  -4.794  -2.267  0.000
H  -1.935  -7.017  -1.999  0.000
H  -0.548  -8.563  -0.726  0.000
H  1.477  -7.673  0.418  0.000
H  2.130  -5.255  0.096  0.003
C  2.428  5.133  1.106  0.096
C  1.697  3.750  1.079  0.297
C  1.500  3.161  -0.357  -0.031
C  2.595  2.714  1.713  -0.064
Si  -0.015  3.698  2.018  -0.402
C  -1.431  4.840  1.399  0.270
C  -2.761  4.172  1.517  0.183
C  -1.387  6.337  1.852  0.061
C  -1.170  5.015  -0.125  -0.003
C  0.027  3.432  3.897  0.148
C  1.090  4.313  4.609  0.084
C  0.186  1.967  4.142  0.181
C  -1.355  3.854  4.491  0.076
H  3.162  5.213  0.308  0.002
H  2.903  5.360  2.092  -0.001
H  1.646  5.888  0.983  -0.009
H  2.365  2.702  -0.767  -0.006
H  1.117  3.886  -1.076  0.024
H  0.728  2.280  -0.232  0.122
H  3.540  2.650  1.177  0.003
H  2.008  1.762  1.724  0.056
H  2.958  2.888  2.700  -0.003
H  -3.087  3.960  2.542  -0.006
H  -2.703  3.261  0.940  -0.043
H  -3.509  4.818  1.066  -0.006
H  -1.414  6.512  2.917  0.000
H  -2.229  6.851  1.385  0.003
H  -0.441  6.833  1.471  -0.001
H  -1.025  4.032  -0.603  0.000
H  -0.430  5.718  -0.412  0.002
H  -2.013  5.482  -0.622  -0.001
H  2.088  4.000  4.187  0.007
H  1.196  4.051  5.675  0.001
H  0.810  5.347  4.677  -0.012
H  1.213  1.583  3.839  -0.002
H  -0.465  1.426  3.466  -0.039
H  -0.034  1.619  5.174  -0.001
H  -1.613  4.816  4.173  -0.009
H  -1.281  3.965  5.553  0.002
H  -2.179  3.228  4.215  -0.011